{
  "formula": "C24H63NO8",
  "method": "ωB97M-V/def2-TZVPD",
  "e_homo_ev": -9.138,
  "homo_lumo_gap_ev": 9.72,
  "e_above_lowest_kj_mol": 128.16,
  "charge": 0,
  "e_tot_ev": -43777.5494,
  "e_lumo_ev": 0.58,
  "species": ["C", "O", "C", "C", "N", "C", "C", "O", "C", "H", "H", "H", "H", "H", "H", "H", "H", "H", "H", "H", "H", "H", "H", "H", "C", "C", "C", "O", "H", "H", "H", "H", "H", "H", "H", "H", "C", "C", "C", "O", "H", "H", "H", "H", "H", "H", "H", "H", "C", "C", "C", "O", "H", "H", "H", "H", "H", "H", "H", "H", "C", "C", "C", "O", "H", "H", "H", "H", "H", "H", "H", "H", "C", "C", "C", "O", "H", "H", "H", "H", "H", "H", "H", "H", "C", "C", "C", "O", "H", "H", "H", "H", "H", "H", "H", "H"],
  "coordinates": [[-3.136, 1.530, -0.363], [-3.012, 2.910, -0.571], [-3.753, 3.776, 0.313], [-3.648, 3.431, 1.785], [-4.639, 2.471, 2.219], [-4.466, 2.004, 3.575], [-5.487, 0.900, 3.880], [-5.147, 0.301, 5.092], [-6.004, -0.763, 5.445], [-2.640, 1.231, 0.566], [-2.708, 0.931, -1.173], [-4.178, 1.180, -0.370], [-4.780, 3.842, -0.056], [-3.181, 4.695, 0.188], [-3.747, 4.397, 2.310], [-2.666, 3.000, 1.983], [-5.583, 2.812, 2.093], [-4.706, 2.809, 4.290], [-3.497, 1.579, 3.835], [-5.501, 0.169, 3.055], [-6.503, 1.325, 3.918], [-5.920, -0.902, 6.521], [-5.775, -1.678, 4.889], [-7.062, -0.532, 5.254], [4.296, -1.183, -5.063], [4.485, 0.230, -4.528], [3.505, 1.190, -5.157], [4.389, 0.253, -3.108], [5.167, -1.774, -4.776], [4.208, -1.141, -6.153], [3.404, -1.715, -4.720], [5.526, 0.462, -4.756], [2.486, 0.815, -5.092], [3.751, 1.332, -6.216], [3.601, 2.187, -4.727], [3.470, 0.094, -2.864], [5.590, -4.198, 0.361], [5.176, -2.741, 0.183], [4.401, -2.192, 1.358], [6.277, -1.889, -0.110], [6.495, -4.248, 0.976], [5.853, -4.670, -0.587], [4.795, -4.748, 0.862], [4.496, -2.729, -0.686], [4.895, -2.226, 2.330], [3.473, -2.766, 1.424], [4.172, -1.142, 1.161], [6.953, -2.392, -0.572], [1.717, -0.773, -1.357], [0.846, 0.453, -1.520], [0.805, 1.323, -0.261], [1.345, 1.190, -2.634], [1.154, -1.475, -0.728], [2.638, -0.592, -0.798], [1.920, -1.319, -2.279], [-0.206, 0.169, -1.668], [0.478, 0.815, 0.647], [0.104, 2.136, -0.484], [1.769, 1.799, -0.059], [0.728, 1.873, -2.912], [1.733, -6.103, -0.280], [1.448, -4.652, -0.569], [0.371, -4.504, -1.628], [0.934, -4.137, 0.661], [2.507, -6.229, 0.479], [2.098, -6.626, -1.169], [0.832, -6.612, 0.062], [2.359, -4.138, -0.899], [-0.505, -5.090, -1.337], [0.655, -4.732, -2.654], [-0.020, -3.479, -1.621], [0.812, -3.185, 0.593], [-1.156, 6.686, -0.684], [-0.032, 5.674, -0.589], [0.275, 5.002, -1.919], [1.120, 6.359, -0.071], [-1.863, 6.370, -1.456], [-0.799, 7.700, -0.834], [-1.793, 6.656, 0.206], [-0.286, 4.877, 0.121], [0.839, 4.070, -1.805], [0.901, 5.625, -2.561], [-0.659, 4.751, -2.425], [1.751, 5.709, 0.249], [-2.307, -2.023, 3.420], [-2.588, -1.437, 2.056], [-1.544, -1.855, 1.044], [-3.825, -1.983, 1.556], [-1.321, -1.739, 3.799], [-2.283, -3.113, 3.340], [-3.055, -1.737, 4.156], [-2.720, -0.350, 2.099], [-0.548, -1.652, 1.456], [-1.618, -1.345, 0.082], [-1.584, -2.932, 0.873], [-4.553, -1.651, 2.090]],
  "forces_ev_per_angstrom": [[-0.600, -0.764, 0.082], [0.051, 0.093, -0.222], [1.375, -0.700, -0.510], [-0.647, 0.262, -0.091], [0.478, -0.753, -0.205], [-1.484, -0.085, 0.865], [0.016, 0.185, -0.761], [-0.058, -0.117, 0.352], [-0.460, 0.209, 0.101], [-0.184, -0.134, 0.033], [0.480, 0.644, -0.157], [-0.003, 0.284, 0.448], [-0.099, 0.202, 0.218], [-0.597, 0.356, -0.155], [0.241, -0.154, 0.232], [0.127, 0.218, 0.052], [0.015, 0.140, -0.040], [0.502, -0.033, 0.160], [0.284, 0.276, -0.539], [0.135, 0.002, 0.037], [0.027, -0.029, 0.090], [0.229, -0.263, -0.065], [0.167, -0.051, 0.102], [0.147, 0.169, -0.094], [0.119, -0.240, -0.323], [-0.429, -0.685, 0.343], [0.528, 0.572, -0.712], [0.284, -0.032, 0.025], [-0.083, -0.169, -0.136], [0.244, -0.133, 0.015], [-0.091, 0.327, 0.264], [-0.055, 0.520, 0.060], [-0.078, 0.097, 0.171], [-0.114, -0.222, 0.014], [-0.233, -0.100, 0.287], [-0.041, 0.182, -0.097], [0.567, 0.277, 0.307], [-0.101, -0.420, -0.536], [-0.238, 0.277, -0.085], [0.064, -0.003, 0.314], [-0.178, -0.004, 0.179], [-0.231, -0.014, -0.060], [0.012, -0.179, -0.138], [-0.010, 0.191, 0.094], [0.298, -0.224, -0.160], [-0.070, 0.160, 0.123], [-0.128, -0.067, 0.028], [-0.054, 0.001, -0.072], [-0.490, -0.677, 0.732], [-0.088, 0.259, 0.520], [0.138, 0.697, -0.415], [0.078, -0.225, -0.007], [0.056, 0.027, -0.043], [0.121, 0.265, -0.308], [0.013, 0.243, -0.137], [0.203, -0.251, -0.454], [-0.103, -0.220, -0.146], [-0.063, -0.030, 0.315], [0.081, -0.216, -0.087], [-0.096, 0.018, 0.161], [0.570, -0.546, -0.211], [-0.543, -0.272, -0.111], [-0.807, 0.575, 0.083], [0.400, 0.181, 0.174], [-0.087, 0.154, 0.090], [-0.114, 0.115, -0.043], [-0.057, 0.094, 0.024], [0.037, 0.106, 0.257], [0.175, -0.271, -0.124], [0.216, -0.196, 0.088], [0.291, 0.050, -0.119], [-0.016, 0.004, -0.098], [-0.931, -0.609, 0.279], [0.592, -0.254, 0.187], [0.230, -0.245, -0.295], [-0.148, 0.035, 0.010], [0.255, 0.324, -0.294], [0.067, 0.007, -0.193], [0.409, 0.289, 0.239], [-0.262, 0.120, -0.030], [-0.022, 0.058, 0.248], [-0.274, 0.248, 0.009], [0.064, 0.003, -0.100], [0.013, -0.025, -0.062], [0.492, -0.262, 0.191], [-0.754, -0.393, -0.339], [0.692, 0.109, 0.152], [0.020, 0.070, -0.126], [-0.094, 0.223, -0.016], [-0.160, 0.028, -0.016], [-0.106, 0.076, 0.045], [0.339, 0.027, 0.058], [-0.063, 0.123, -0.069], [-0.211, 0.051, 0.051], [-0.196, 0.009, 0.032], [0.012, 0.033, 0.061]],
  "lowdin_charge": [-0.133, -0.202, -0.179, -0.221, -0.072, -0.205, -0.254, -0.189, -0.108, 0.062, 0.080, 0.094, 0.127, 0.098, 0.123, 0.124, 0.120, 0.124, 0.122, 0.113, 0.126, 0.090, 0.084, 0.089, -0.065, -0.495, -0.068, -0.053, 0.076, 0.078, 0.073, 0.136, 0.074, 0.079, 0.082, 0.031, -0.055, -0.513, -0.054, -0.040, 0.085, 0.078, 0.070, 0.119, 0.085, 0.069, 0.074, 0.083, -0.043, -0.468, -0.045, -0.048, 0.057, 0.084, 0.087, 0.125, 0.074, 0.061, 0.088, 0.089, -0.061, -0.500, -0.057, -0.063, 0.073, 0.086, 0.086, 0.124, 0.087, 0.082, 0.064, 0.037, -0.054, -0.485, -0.056, -0.053, 0.075, 0.084, 0.068, 0.127, 0.053, 0.088, 0.077, 0.085, -0.047, -0.482, -0.058, -0.055, 0.084, 0.092, 0.067, 0.113, 0.077, 0.072, 0.087, 0.062]
}